Record 1
DFT (ωB97M-V with the def2-TZVPD basis set) results for a cluster of 3 separate species, C2H2N4 in total.

Output
**Energy above the lowest of the compared OMol25 structures with the same formula, charge and spin**: 1.1 kcal/mol
**Strongest force on any atom**: 1.97 eV/Å
**Orbital gap**: 13.30 eV
**Total energy**: -296.423058 hartree
**LUMO level**: 1.0 eV
**SMILES string**: C#N.C#N.N#N

The geometry in ORCA input format:
```
! RIJCOSX wB97M-V def2-TZVPD def2/J DEFGRID3
* xyz 0 1
C -2.03 0.01 -0.53
N -2.13 1.15 -0.67
N 0.62 2.36 -0.25
N 1.34 1.65 0.19
C 1.43 -1.29 0.55
N 0.38 -1.66 0.26
H -1.90 -1.04 -0.40
H 2.41 -0.94 0.82
*
```

=====

Record 2
DFT (ωB97M-V with the def2-TZVPD basis set) results for a cluster of 3 separate species, C2H2N4 in total.

Output
**Energy above the lowest of the compared OMol25 structures with the same formula, charge and spin**: 0.4 kcal/mol
**Strongest force on any atom**: 1.96 eV/Å
**Orbital gap**: 13.05 eV
**Total energy**: -296.424258 hartree
**LUMO level**: 0.8 eV
**SMILES string**: C#N.C#N.N#N

The geometry in ORCA input format:
```
! RIJCOSX wB97M-V def2-TZVPD def2/J DEFGRID3
* xyz 0 1
C -2.04 0.12 -0.55
N -2.57 1.13 -0.75
N 0.46 2.34 -0.32
N 1.16 1.69 0.22
C 1.54 -1.46 0.58
N 0.45 -1.54 0.21
H -1.50 -0.78 -0.35
H 2.55 -1.38 0.93
*
```

=====

Record 3
DFT (ωB97M-V with the def2-TZVPD basis set) results for the molecule C2H2N4O.

Output
**Energy above the lowest of the compared OMol25 structures with the same formula, charge and spin**: 65.0 kcal/mol
**Strongest force on any atom**: 6.22 eV/Å
**Orbital gap**: 8.77 eV
**Total energy**: -371.516793 hartree
**LUMO level**: -1.2 eV
**SMILES string**: [H]/N=c1/nnnco1

The geometry in ORCA input format:
```
! RIJCOSX wB97M-V def2-TZVPD def2/J DEFGRID3
* xyz 0 1
C 0.89 -0.28 0.25
C -1.16 0.77 -0.08
H 2.47 0.51 -0.59
H -1.61 1.79 -0.32
N 2.14 -0.44 -0.21
N 0.07 -1.46 0.25
N -1.16 -1.60 0.27
N -1.83 -0.21 -0.21
O 0.20 0.92 0.64
*
```

=====

Record 4
DFT (ωB97M-V with the def2-TZVPD basis set) results for the molecule C2H2N4O.

Output
**Energy above the lowest of the compared OMol25 structures with the same formula, charge and spin**: 10.1 kcal/mol
**Strongest force on any atom**: 4.16 eV/Å
**Orbital gap**: 9.63 eV
**Total energy**: -371.604190 hartree
**LUMO level**: -0.6 eV
**SMILES string**: Oc1ncnnn1

The geometry in ORCA input format:
```
! RIJCOSX wB97M-V def2-TZVPD def2/J DEFGRID3
* xyz 0 1
C 0.83 0.05 0.02
C -1.31 0.86 0.05
H 2.59 -0.76 -0.14
H -1.96 1.67 -0.09
N 0.06 1.14 -0.11
N -1.82 -0.37 0.19
N -0.93 -1.40 0.01
N 0.38 -1.23 -0.12
O 2.15 0.05 0.19
*
```

=====

Record 5
DFT (ωB97M-V with the def2-TZVPD basis set) results for the molecule C2H2N4O.

Output
**Energy above the lowest of the compared OMol25 structures with the same formula, charge and spin**: 22.7 kcal/mol
**Strongest force on any atom**: 4.69 eV/Å
**Orbital gap**: 9.74 eV
**Total energy**: -371.584242 hartree
**LUMO level**: -0.2 eV
**SMILES string**: O=c1nc[nH]nn1

The geometry in ORCA input format:
```
! RIJCOSX wB97M-V def2-TZVPD def2/J DEFGRID3
* xyz 0 1
C 0.98 0.05 0.04
C -0.85 1.16 -0.11
H -1.71 1.95 -0.35
H -2.42 -0.07 0.67
N 0.40 1.32 -0.19
N -1.50 -0.05 0.33
N -1.04 -1.21 -0.03
N 0.21 -1.19 -0.41
O 2.11 -0.15 0.27
*
```

=====

Record 6
DFT (ωB97M-V with the def2-TZVPD basis set) results for the molecule C2H2N4O.

Output
**Energy above the lowest of the compared OMol25 structures with the same formula, charge and spin**: 49.2 kcal/mol
**Strongest force on any atom**: 5.54 eV/Å
**Orbital gap**: 8.85 eV
**Total energy**: -371.541883 hartree
**LUMO level**: -0.6 eV
**SMILES string**: O=c1cn[nH]nn1

The geometry in ORCA input format:
```
! RIJCOSX wB97M-V def2-TZVPD def2/J DEFGRID3
* xyz 0 1
C 1.27 -0.17 0.06
C 0.35 0.99 0.18
H 0.84 2.01 -0.07
H -2.38 -0.61 -0.16
N -0.91 1.02 -0.06
N -1.46 -0.31 0.00
N -0.72 -1.37 0.12
N 0.47 -1.29 -0.03
O 2.53 -0.25 -0.03
*
```

=====

Record 7
DFT (ωB97M-V with the def2-TZVPD basis set) results for the molecule C2H2N4O2.

Output
**Energy above the lowest of the compared OMol25 structures with the same formula, charge and spin**: 191.1 kcal/mol
**Strongest force on any atom**: 5.92 eV/Å
**Orbital gap**: 8.61 eV
**Total energy**: -446.668161 hartree
**LUMO level**: -1.1 eV
**SMILES string**: O/N=c1/nconn1

The geometry in ORCA input format:
```
! RIJCOSX wB97M-V def2-TZVPD def2/J DEFGRID3
* xyz 0 1
C -0.03 -0.06 -0.73
C 0.00 1.91 0.53
H -0.30 -1.94 -0.55
H 0.40 2.87 0.90
N 0.54 -0.72 -1.57
N 0.18 1.36 -0.67
N -0.58 -0.36 1.50
N -0.38 -0.93 0.42
O 0.67 -2.04 -1.19
O -0.46 1.09 1.58
*
```

=====

Record 8
DFT (ωB97M-V with the def2-TZVPD basis set) results for the molecule C2H2N4O2.

Output
**Energy above the lowest of the compared OMol25 structures with the same formula, charge and spin**: 109.7 kcal/mol
**Strongest force on any atom**: 2.19 eV/Å
**Orbital gap**: 9.74 eV
**Total energy**: -446.797856 hartree
**LUMO level**: -0.4 eV
**SMILES string**: O=c1ncn(O)nn1

The geometry in ORCA input format:
```
! RIJCOSX wB97M-V def2-TZVPD def2/J DEFGRID3
* xyz 0 1
C 0.19 1.04 -0.16
C -1.75 -0.14 -0.07
H 2.49 -0.54 0.93
H 0.83 1.90 -0.39
N 0.80 -0.19 0.14
N -1.07 1.05 -0.29
N -1.02 -1.35 -0.37
N 0.24 -1.36 -0.24
O 2.16 -0.19 0.09
O -2.87 -0.22 0.37
*
```

=====

Record 9
DFT (ωB97M-V with the def2-TZVPD basis set) results for the molecule C2H2N4O2.

Output
**Energy above the lowest of the compared OMol25 structures with the same formula, charge and spin**: 85.7 kcal/mol
**Strongest force on any atom**: 2.76 eV/Å
**Orbital gap**: 11.16 eV
**Total energy**: -446.836175 hartree
**LUMO level**: 0.2 eV
**SMILES string**: O=CNc1nnno1

The geometry in ORCA input format:
```
! RIJCOSX wB97M-V def2-TZVPD def2/J DEFGRID3
* xyz 0 1
C -1.90 -0.02 0.04
C 0.58 0.14 -0.09
H -2.74 -0.76 -0.20
H -0.62 -1.45 -0.45
N -0.64 -0.51 -0.16
N 1.08 1.30 -0.23
N 2.42 1.09 0.00
N 2.61 -0.07 0.41
O -2.25 1.06 0.43
O 1.46 -0.77 0.25
*
```

=====

Record 10
DFT (ωB97M-V with the def2-TZVPD basis set) results for the molecule C2H2N4O2.

Output
**Energy above the lowest of the compared OMol25 structures with the same formula, charge and spin**: 183.6 kcal/mol
**Strongest force on any atom**: 7.56 eV/Å
**Orbital gap**: 8.77 eV
**Total energy**: -446.680081 hartree
**LUMO level**: -1.1 eV
**SMILES string**: O/N=c1/nconn1

The geometry in ORCA input format:
```
! RIJCOSX wB97M-V def2-TZVPD def2/J DEFGRID3
* xyz 0 1
C 0.34 0.64 -0.13
C -1.98 0.07 0.17
H 2.84 1.19 -1.64
H -3.03 0.14 -0.05
N 1.19 0.86 -1.10
N -1.01 0.96 -0.22
N -0.32 -1.24 1.17
N 0.70 -0.45 0.87
O 2.58 0.37 -1.13
O -1.82 -1.17 0.69
*
```

=====

Record 11
DFT (ωB97M-V with the def2-TZVPD basis set) results for a cluster of 2 separate species, C2H2N4O2 in total.

Output
**Energy above the lowest of the compared OMol25 structures with the same formula, charge and spin**: 183.7 kcal/mol
**Strongest force on any atom**: 3.51 eV/Å
**Orbital gap (alpha / beta)**: 8.20 / 9.00 eV
**Total energy**: -446.680056 hartree
**LUMO level (alpha / beta)**: -1.7 / -1.2 eV

The geometry in ORCA input format:
```
! RIJCOSX wB97M-V def2-TZVPD def2/J DEFGRID3
* xyz 0 1
C 0.30 -0.07 1.10
C -0.47 -1.19 -0.45
N -0.18 -1.26 0.84
N 0.27 0.79 0.09
N -0.13 0.05 -0.96
N -1.96 -3.06 -1.61
O -2.85 -2.49 -2.10
O -1.69 -4.06 -1.07
H 0.67 0.30 1.99
H -0.42 0.54 -1.87
*
```

=====

Record 12
DFT (ωB97M-V with the def2-TZVPD basis set) results for a structure of composition C2H2N4O2.

Output
**Energy above the lowest of the compared OMol25 structures with the same formula, charge and spin**: 130.1 kcal/mol
**Strongest force on any atom**: 5.75 eV/Å
**Orbital gap**: 9.49 eV
**Total energy**: -446.765354 hartree
**LUMO level**: -0.8 eV

The geometry in ORCA input format:
```
! RIJCOSX wB97M-V def2-TZVPD def2/J DEFGRID3
* xyz 0 1
C -1.45 0.75 0.11
C 1.01 0.57 -0.15
H -1.27 1.88 0.97
H -1.39 -1.63 -0.43
N -0.23 0.19 -0.43
N -0.34 -1.18 -0.31
N 0.85 -1.61 0.25
N 1.73 -0.64 0.30
O -2.52 0.09 0.18
O 1.44 1.72 -0.04
*
```